Entry 1:
# C4H8O2

An isolated molecule of C4H8O2 (ωB97M-V/def2-TZVPD, OMol25).

Each line ends with the natural charge from an NBO analysis.
Positions of all 14 atoms, in Å:
C: -0.63 0.12 -1.29  -0.57
C: -0.36 0.03 0.01  0.32
C: -1.45 -0.16 1.06  -0.12
O: -1.05 -0.59 2.34  -0.70
O: 0.92 0.29 0.41  -0.53
C: 1.91 -0.03 -0.67  -0.26
H: -1.49 -0.32 -1.76  0.21
H: -0.02 0.81 -1.86  0.20
H: -2.01 0.79 1.12  0.18
H: -2.16 -0.90 0.67  0.20
H: -0.20 -0.16 2.52  0.47
H: 2.77 0.52 -0.33  0.20
H: 1.75 0.24 -1.73  0.20
H: 2.05 -1.12 -0.65  0.19

Summary:
Frontier orbital gap: 9.5521 eV
Lowest unoccupied orbital energy: 0.92 eV
M: 88.11 g mol⁻¹
Energy above the lowest of the compared OMol25 structures with the same formula, charge and spin: 65.2 kcal per mole

Entry 2:
# C4H8O2

An isolated molecule of C4H8O2 (ωB97M-V/def2-TZVPD, OMol25).

Each line ends with the natural charge from an NBO analysis.
Positions of all 14 atoms, in Å:
C: 1.22 0.98 0.98  -0.63
C: 0.00 0.44 0.26  0.06
C: 0.28 -0.10 -1.12  -0.09
O: -0.86 -0.89 -1.40  -0.54
C: -1.45 -1.23 -0.14  0.23
O: -0.63 -0.71 0.87  -0.53
H: 1.30 2.07 0.90  0.22
H: 1.15 0.72 2.04  0.23
H: 2.16 0.57 0.58  0.21
H: -0.77 1.22 0.16  0.16
H: 0.38 0.76 -1.79  0.19
H: 1.20 -0.70 -1.16  0.17
H: -2.47 -0.81 -0.11  0.14
H: -1.52 -2.33 -0.05  0.16

Summary:
Frontier orbital gap: 10.8872 eV
Lowest unoccupied orbital energy: 1.09 eV
M: 88.11 g mol⁻¹
Energy above the lowest of the compared OMol25 structures with the same formula, charge and spin: 33.4 kcal per mole

Entry 3:
# C4H8O2

A cluster of 2 separate species, C4H8O2 in total (ωB97M-V/def2-TZVPD, OMol25).

Each line ends with the natural charge from an NBO analysis.
Positions of all 14 atoms, in Å:
C: -0.56 1.28 -0.55  -0.40
C: 0.62 0.67 -0.65  -0.18
C: 0.87 -0.60 -1.41  -0.65
H: -0.70 2.17 0.05  0.20
H: -1.45 0.86 -1.02  0.19
H: 1.48 1.11 -0.13  0.19
H: 1.36 -1.35 -0.77  0.24
H: 1.52 -0.41 -2.27  0.22
H: -0.07 -1.02 -1.77  0.21
O: 0.11 -1.62 1.39  -0.59
C: -0.21 -0.54 1.80  0.66
O: -1.46 -0.06 1.81  -0.68
H: 0.48 0.20 2.22  0.12
H: -2.00 -0.69 1.31  0.49

Summary:
Frontier orbital gap: 10.5275 eV
Lowest unoccupied orbital energy: 0.88 eV
M: 88.11 g mol⁻¹
Energy above the lowest of the compared OMol25 structures with the same formula, charge and spin: 30.7 kcal per mole